Below is a cluster of 2 separate species, C2H11N2 in total at a distorted geometry, with properties calculated with ωB97M-V/def2-TZVPD.

As for the LUMO energy: -0.1136 Ha. As for the total charge: +1. The electronic energy comes out at -192.0559 hartree. The HOMO-LUMO gap comes out at 12.386 eV. The value obtained for the energy relative to the best compared isomer or geometry (same formula, charge and spin) is 19.4 kcal/mol.

Each line ends with the natural charge from an NBO analysis.
Atoms and positions in Å:
H (0.266, -1.101, 2.694)  0.3864
H (1.393, 0.015, 2.333)  0.3881
C (-1.469, 0.688, -0.456)  -0.4706
H (-1.494, 1.545, -1.115)  0.2465
H (-0.744, -1.068, -0.971)  0.4354
H (-2.448, 0.191, -0.532)  0.2449
H (-1.688, 0.875, 0.602)  0.2442
H (1.590, -1.589, 2.058)  0.3909
C (0.785, 0.367, -1.424)  -0.4197
H (0.959, 1.408, -1.164)  0.2383
H (0.451, 0.422, -2.459)  0.2349
N (-0.303, -0.229, -0.601)  -0.5397
H (1.658, -0.259, -1.285)  0.2376
H (0.103, -0.450, 0.335)  0.4797
N (0.940, -0.814, 1.985)  -1.0968

***

Below is a structure of composition C24H18Cl2MoO8S3Sb at a distorted geometry, with properties calculated with ωB97M-V/def2-TZVPD.

Its spin multiplicity is 4. As for the LUMO energy (spin up / spin down): -0.0966 / -0.1314 Ha. As for the total charge: 0. The electronic energy comes out at -3950.6589 hartree. The expectation value of S² is 3.7772. The HOMO-LUMO gap (spin up / spin down) comes out at 5.899 / 4.954 eV. The value obtained for the energy relative to the best compared isomer or geometry (same formula, charge and spin) is 29.5 kcal/mol.

Each line ends with the natural charge from an NBO analysis.
Atoms and positions in Å:
H (-3.648, -1.724, -4.266)  0.2129
O (-0.230, -1.554, 0.387)  -0.7494
C (-3.581, -1.279, 2.230)  -0.2155
C (-3.335, 0.610, 3.680)  -0.2073
H (0.361, -0.016, -0.179)  0.5334
C (3.716, 4.199, 1.450)  -0.2798
H (-4.797, -0.552, -2.401)  0.2132
H (3.367, 2.146, 2.229)  0.2484
H (4.654, 4.424, 1.967)  0.2341
C (3.145, 2.928, 1.485)  -0.1510
C (-3.274, -1.881, -3.251)  -0.2180
C (1.474, 3.663, -0.213)  -0.2312
Sb (3.341, -4.239, -1.496)  0.9815
C (3.189, 5.132, 0.624)  0.2479
C (-1.990, 0.760, 3.363)  -0.2281
Cl (1.390, -2.219, -3.626)  -0.0722
C (-1.501, -0.008, 2.328)  -0.1598
H (-3.821, 1.173, 4.491)  0.2076
C (-3.945, -1.183, -2.210)  -0.2035
C (-2.386, -2.038, -0.585)  0.0623
C (-1.740, -2.765, -1.614)  -0.2101
H (2.127, -1.906, -5.946)  0.2259
O (-2.614, -3.961, 1.451)  -0.5750
O (3.720, 6.341, 0.298)  -0.4800
C (1.673, -1.258, -5.173)  -0.3729
O (1.879, 5.951, -1.091)  -0.5007
H (0.647, 3.489, -0.840)  0.2395
H (-5.091, -0.591, 3.656)  0.2168
C (2.084, 2.623, 0.631)  -0.1825
C (1.523, 1.257, 0.668)  0.7945
C (-1.580, -3.351, 1.412)  0.7791
C (2.099, -3.247, 2.616)  0.5323
C (-2.154, -2.645, -2.947)  -0.2088
S (4.618, -5.563, -0.151)  -0.2725
S (1.191, -4.906, -0.336)  -0.3996
C (-1.605, -1.948, 0.698)  0.0674
H (-1.349, 1.479, 3.854)  0.2173
O (2.684, -3.646, 3.563)  -0.3668
O (-0.437, -3.655, 1.960)  -0.6803
S (2.913, -2.035, -0.320)  -0.4142
H (-1.547, -3.189, -3.697)  0.2147
C (-3.554, -1.343, -0.898)  -0.2258
H (0.706, -0.924, -5.485)  0.2233
C (-4.103, -0.438, 3.182)  -0.2143
Cl (2.676, 0.148, -4.969)  0.0110
C (-2.281, -1.030, 1.745)  -0.0554
H (-4.107, -2.172, 1.945)  0.2431
H (-0.829, -3.326, -1.386)  0.2070
H (-4.201, -0.988, -0.119)  0.2261
O (0.681, 0.950, -0.349)  -0.6976
H (2.545, 7.842, -0.434)  0.1690
C (3.029, 6.907, -0.764)  0.2378
H (3.652, 7.051, -1.655)  0.1726
C (2.076, 4.916, -0.215)  0.2983
Mo (1.190, -2.915, 1.010)  0.9904
O (1.766, 0.413, 1.546)  -0.6615
H (-0.418, 0.089, 2.145)  0.2260

***

Below is a structure of composition C12H19F3N3PdS, with properties calculated with ωB97M-V/def2-TZVPD.

As for the LUMO energy: 0.1185 Ha. As for the total charge: -1. The electronic energy comes out at -1458.5966 hartree. The HOMO-LUMO gap comes out at 4.869 eV. The value obtained for the energy relative to the best compared isomer or geometry (same formula, charge and spin) is 15.2 kcal/mol.

Each line ends with the natural charge from an NBO analysis.
Atoms and positions in Å:
H (4.978, -0.545, -1.017)  0.2009
C (1.870, -1.437, 1.139)  0.0770
N (-2.671, -0.623, -0.721)  -0.4444
H (0.785, 1.560, -2.142)  0.2152
H (-2.878, -2.010, 0.823)  0.2261
H (-2.298, 2.768, -0.623)  0.1551
H (0.021, 1.635, 1.345)  0.2214
H (-4.315, -0.966, 0.576)  0.1403
H (-4.011, 1.015, -0.759)  0.1620
C (3.289, -0.778, 3.227)  0.9874
C (-2.023, 1.734, -0.340)  -0.2199
C (4.130, -0.794, -0.393)  -0.3563
C (-2.975, 0.760, -1.044)  -0.2192
H (0.145, 3.150, 0.398)  0.1404
H (1.281, 1.802, 0.124)  0.2127
H (-2.895, 0.892, -2.124)  0.1936
C (0.246, 2.048, 0.362)  -0.4096
S (0.405, -1.787, 1.931)  -0.3912
C (-3.208, -1.004, 0.576)  -0.4164
F (4.122, 0.291, 3.461)  -0.3601
C (-3.121, -1.551, -1.744)  -0.4031
H (-2.706, -1.269, -2.710)  0.2023
H (-2.162, 1.639, 0.738)  0.2024
N (-0.633, 1.452, -0.629)  -0.4477
C (2.950, -1.295, -0.938)  0.0524
H (-2.765, -2.549, -1.499)  0.2189
C (4.175, -0.640, 0.977)  -0.1436
F (3.958, -1.850, 3.764)  -0.3537
H (2.872, -1.461, -2.008)  0.1808
F (2.229, -0.574, 4.003)  -0.3047
C (3.069, -0.957, 1.760)  -0.2835
H (-0.349, 2.943, -2.125)  0.1375
Pd (-0.297, -0.990, -0.469)  -0.0129
N (1.884, -1.611, -0.227)  -0.5058
H (-0.864, 1.335, -2.707)  0.1990
H (5.070, -0.266, 1.458)  0.2128
H (-4.228, -1.576, -1.826)  0.1364
C (-0.251, 1.849, -1.968)  -0.4124
H (-2.830, -0.340, 1.351)  0.2096

***

Below is the molecule C4H9NO3 at a distorted geometry, with properties calculated with ωB97M-V/def2-TZVPD.

As for the LUMO energy: -0.1276 Ha. As for the total charge: 0. The electronic energy comes out at -438.0564 hartree. The HOMO-LUMO gap comes out at 5.360 eV. The value obtained for the energy relative to the best compared isomer or geometry (same formula, charge and spin) is 171.1 kcal/mol.

Each line ends with the natural charge from an NBO analysis.
Atoms and positions in Å:
H (-2.245, -0.525, 1.458)  0.2039
H (-0.797, 0.478, -1.019)  0.2200
O (-3.163, 0.432, -0.128)  -0.7045
C (-2.146, -0.445, 0.379)  -0.0397
N (-0.336, 1.223, 0.892)  -0.5510
C (-0.768, 0.186, 0.053)  -0.1745
H (-1.054, 1.947, 0.950)  0.3424
C (1.685, -0.001, -0.426)  0.3752
H (0.117, -1.693, -0.626)  0.2338
H (1.268, 1.036, -0.548)  0.2393
H (2.240, 0.625, 1.229)  0.4717
H (0.604, -1.083, 0.995)  0.2472
O (2.597, -0.094, 0.693)  -0.6890
H (-2.937, 0.614, -1.033)  0.4639
O (2.188, -0.499, -1.476)  -0.4483
H (-2.334, -1.401, -0.114)  0.1896
C (0.346, -0.816, -0.030)  -0.3798

***

Below is a structure of composition C26H46O2P2Pd at a distorted geometry, with properties calculated with ωB97M-V/def2-TZVPD.

Its spin multiplicity is 5. As for the LUMO energy (spin up / spin down): -0.2098 / -0.2837 Ha. As for the total charge: +2. The electronic energy comes out at -1978.5028 hartree. The expectation value of S² is 6.0180. The HOMO-LUMO gap (spin up / spin down) comes out at 5.051 / 5.731 eV. The value obtained for the energy relative to the best compared isomer or geometry (same formula, charge and spin) is 23.2 kcal/mol.

Each line ends with the Löwdin spin population.
Atoms and positions in Å:
C (2.792, -1.026, 2.501)  0.0478
H (1.461, -4.798, 1.524)  0.0026
H (0.351, 4.393, -3.817)  -0.0003
H (-2.253, 1.574, 0.629)  0.0010
H (-1.090, 3.630, 0.450)  0.0090
C (1.845, 3.292, -1.902)  0.0340
H (-0.051, 2.941, -4.758)  -0.0001
H (2.248, 4.776, -0.518)  0.0005
H (-0.751, 0.960, 3.269)  0.0081
H (1.013, -4.237, -0.529)  0.0012
H (-2.075, -4.215, 3.079)  -0.0003
C (1.186, 2.569, -3.001)  0.0164
H (3.155, -1.290, 1.493)  0.0128
H (-0.610, -5.059, 3.553)  0.0178
H (-3.703, 0.769, -0.116)  0.0180
H (-2.325, -0.487, 3.872)  0.0006
H (0.254, 5.487, 0.106)  0.0005
C (2.719, 0.067, -2.400)  0.0263
H (1.552, 0.790, 1.138)  0.0014
O (-0.712, -3.139, -0.224)  0.0821
H (2.594, -4.389, 2.798)  0.0210
H (-0.409, 5.642, -1.557)  0.0041
C (-0.774, -1.822, 3.273)  0.3182
C (-0.704, 3.733, -0.574)  0.0778
H (-1.882, 2.433, -3.538)  0.0002
C (-1.285, 3.200, -3.034)  0.0058
H (3.107, 0.173, -1.365)  0.0047
H (2.964, 1.528, 0.276)  0.0033
H (1.923, 2.549, 1.375)  0.0191
C (-0.433, -1.825, -0.470)  0.2216
C (1.965, 1.698, 0.684)  0.1022
C (-0.280, -3.080, 2.833)  0.3206
H (-2.448, 0.434, -2.460)  0.0042
C (0.053, 3.336, -3.732)  0.0002
H (-0.516, -5.081, -0.928)  -0.0001
H (-0.173, -1.194, -3.631)  0.0054
H (1.830, 5.427, -2.103)  0.0059
C (0.291, -0.892, 3.214)  0.3186
H (-2.268, -1.991, 4.783)  0.0190
H (-1.872, 4.112, -3.167)  0.0016
H (-2.355, -1.337, -2.651)  0.0056
H (3.558, -1.405, 3.205)  0.0185
H (2.795, -0.992, -2.702)  0.0012
C (1.993, -3.969, 1.986)  0.0471
C (1.082, -2.927, 2.479)  0.3262
C (0.211, 0.535, 3.583)  0.0476
C (-3.124, -2.019, -0.150)  0.0099
C (-1.252, 2.874, -1.559)  0.0336
H (-3.015, -2.297, 0.912)  0.0056
O (0.729, -1.444, -0.634)  0.1480
Pd (0.617, 2.194, -0.793)  0.2561
H (0.125, -3.821, -2.031)  0.0025
H (2.814, 0.067, 2.583)  0.0007
H (1.008, 1.129, 3.125)  0.0024
C (1.443, -1.582, 2.725)  0.3235
P (0.969, 0.640, -2.479)  0.2701
C (-1.020, -4.348, 2.822)  0.0462
H (-3.101, 0.208, 1.487)  0.0015
C (-2.137, -1.560, 3.780)  0.0463
H (1.867, 2.138, -3.775)  0.0070
C (-1.817, -0.441, -2.279)  0.0405
H (2.870, 2.985, -1.658)  0.0028
H (0.284, 0.699, 4.671)  0.0199
H (-0.747, 0.430, -4.010)  0.0047
H (-2.914, -2.848, -0.835)  -0.0001
H (-4.081, -1.519, -0.351)  0.0000
C (0.027, -4.129, -0.982)  0.0027
C (1.552, 4.660, -1.373)  0.0245
P (-1.943, -0.711, -0.475)  0.3095
H (2.689, -3.552, 1.259)  0.0074
C (-0.496, -0.241, -3.165)  0.0525
C (-2.797, 0.618, 0.503)  0.1502
H (-0.971, -4.851, 1.848)  0.0130
H (-2.009, 2.137, -1.264)  0.0030
C (0.107, 4.969, -0.856)  0.0229
H (-2.916, -2.000, 3.145)  0.0097
H (3.262, 0.721, -3.117)  0.0041

***

Below is the molecule C21H32N4O5S, with properties calculated with ωB97M-V/def2-TZVPD.

The SMILES is CCCCN(CCCC)C(=O)CN(C)S(=O)(=O)c1ccc2c(c1)n(C)c(=O)c(=O)n2C. As for the LUMO energy: 0.0063 Ha. As for the total charge: 0. The electronic energy comes out at -1812.8684 hartree. The HOMO-LUMO gap comes out at 8.708 eV. The value obtained for the energy relative to the best compared isomer or geometry (same formula, charge and spin) is 8.1 kcal/mol.

Each line ends with the natural charge from an NBO analysis.
Atoms and positions in Å:
N (3.391, 1.927, -0.178)  -0.4084
C (4.471, 0.007, 0.927)  0.5858
H (0.925, -0.502, 2.791)  0.2269
H (0.204, -1.617, -2.662)  0.2144
H (3.280, 3.966, -0.663)  0.2067
C (-0.349, -1.572, -0.597)  -0.2228
H (-5.617, -3.307, 1.746)  0.2150
H (2.659, 2.845, -1.908)  0.2126
C (3.426, 3.002, -1.150)  -0.4315
O (5.442, -0.696, 1.099)  -0.5496
H (1.109, 3.334, -0.286)  0.2389
C (2.171, 0.587, 1.419)  0.1465
H (0.968, -3.968, -0.869)  0.1902
O (5.522, 1.372, -0.696)  -0.5510
H (-1.888, 3.888, -2.760)  0.2028
H (-2.393, -1.449, 1.687)  0.1946
C (2.483, -2.555, -1.460)  -0.6067
H (-0.573, -2.265, 0.218)  0.1930
H (-3.883, -3.446, 2.025)  0.2008
H (3.043, -0.962, 3.539)  0.2079
O (-1.272, 4.498, 0.843)  -0.9328
C (-0.020, -2.341, -1.878)  -0.4051
C (0.982, 0.322, 2.101)  -0.2473
C (-2.790, -1.198, -0.414)  -0.2111
H (-3.551, -0.754, -1.059)  0.2025
C (2.229, 1.679, 0.528)  0.2052
C (1.099, 2.477, 0.362)  -0.2022
C (-4.530, -1.473, 1.424)  -0.3936
C (-4.639, -2.993, 1.388)  -0.6078
C (-0.071, 2.165, 1.017)  -0.3328
C (1.167, -3.287, -1.701)  -0.3915
H (-2.820, 1.580, -2.282)  0.2326
O (-0.108, 0.890, -1.581)  -0.6678
H (2.514, -2.053, 2.228)  0.2033
C (-1.232, 0.557, -1.233)  0.6829
O (-2.625, 2.508, 1.410)  -0.9566
H (-5.266, -1.037, 0.745)  0.1954
H (-4.515, -3.376, 0.378)  0.1971
H (-0.905, 4.575, -1.453)  0.2360
N (-1.942, 2.893, -0.942)  -0.6632
H (0.507, -0.955, -0.317)  0.2320
C (-1.216, 3.651, -1.933)  -0.4292
H (3.311, -3.259, -1.449)  0.2171
H (-0.350, 3.105, -2.314)  0.2131
H (-2.773, -2.271, -0.618)  0.2062
C (-0.141, 1.097, 1.888)  -0.1969
H (-1.070, 0.892, 2.392)  0.2484
C (3.258, -1.316, 2.531)  -0.4313
C (-3.138, -0.955, 1.059)  -0.4184
H (4.246, -1.775, 2.513)  0.2636
H (-3.093, 0.115, 1.269)  0.2310
C (4.517, 1.156, -0.054)  0.5736
H (-0.897, -2.915, -2.187)  0.1967
H (2.475, -2.031, -0.508)  0.1899
H (4.410, 2.979, -1.616)  0.2608
H (1.262, -3.891, -2.605)  0.2065
N (3.291, -0.207, 1.597)  -0.4037
H (-4.769, -1.126, 2.431)  0.2095
N (-1.484, -0.679, -0.766)  -0.4314
H (-3.160, 1.322, -0.550)  0.2439
C (-2.387, 1.561, -1.277)  -0.3321
H (2.662, -1.827, -2.247)  0.2091
S (-1.556, 3.107, 0.660)  2.3325

***

The highest electronic energy belongs to which entry? C2H11N2

***

Among the records above, which one has the lowest total charge? C12H19F3N3PdS